Run i
ORCA calculation (ωB97M-V/def2-TZVPD) on C31H33BrCl2N7O5V as an isolated structure.

Calculated values
**HOMO-LUMO gap (spin up / spin down)**: 5.77 / 6.24 eV
**Net charge**: +1
**Spin multiplicity**: 4
**⟨S²⟩**: 3.77

XYZ file:
```
80
C31H33BrCl2N7O5V | OMol25 | ωB97M-V/def2-TZVPD
V -0.714 -1.083 -0.407
O -1.428 -1.268 -2.381
C -2.683 -1.929 -2.507
C -2.899 -2.905 -1.382
C -3.853 -3.908 -1.485
C -4.105 -4.710 -0.388
C -3.394 -4.493 0.784
C -2.447 -3.492 0.797
N -2.192 -2.718 -0.265
H -1.592 -0.307 -2.628
H -2.742 -2.438 -3.469
H -3.486 -1.187 -2.464
H -4.396 -4.043 -2.412
H -4.852 -5.491 -0.443
H -3.571 -5.086 1.670
H -1.870 -3.287 1.690
Cl -6.268 4.292 0.630
C -5.083 3.059 0.333
C -4.906 2.036 1.265
C -3.961 1.065 1.048
Cl -3.789 -0.221 2.193
C -3.120 1.056 -0.102
O -2.187 0.182 -0.212
C -3.383 2.072 -1.067
C -2.748 2.152 -2.367
O -2.062 1.320 -2.947
C -4.339 3.074 -0.814
H -5.509 2.007 2.163
H -2.942 3.102 -2.895
H -4.499 3.856 -1.547
N -0.171 -1.013 1.705
C 1.003 -0.184 2.085
C 1.910 -0.958 3.046
C 3.196 -0.275 3.518
C 4.125 0.227 2.414
N 3.572 1.444 1.850
C 4.086 2.120 0.864
N 5.286 1.806 0.326
N 3.386 3.138 0.338
C 0.481 1.179 2.647
O 1.351 2.108 2.763
O -0.692 1.230 3.004
H -0.953 -0.598 2.232
H -0.026 -1.958 2.044
H 1.572 0.042 1.184
H 2.186 -1.897 2.546
H 1.324 -1.232 3.928
H 3.751 -0.995 4.121
H 2.957 0.563 4.176
H 4.250 -0.535 1.633
H 5.111 0.422 2.851
H 2.566 1.771 2.241
H 5.912 1.214 0.841
H 5.690 2.391 -0.384
H 2.461 3.326 0.700
H 3.808 3.816 -0.269
Br 0.297 6.295 -1.497
C 0.448 4.416 -1.394
C 1.062 3.722 -2.427
C 1.176 2.344 -2.347
C 0.677 1.665 -1.239
C 0.026 2.366 -0.232
C -0.078 3.746 -0.299
N 0.788 0.252 -1.100
C 1.855 -0.333 -1.518
C 1.964 -1.768 -1.390
C 3.072 -2.469 -1.863
C 3.101 -3.840 -1.739
C 2.013 -4.479 -1.150
C 0.945 -3.723 -0.721
N 0.904 -2.384 -0.834
H 1.427 4.252 -3.296
H 1.606 1.796 -3.176
H -0.411 1.839 0.608
H -0.576 4.289 0.494
H 2.685 0.231 -1.937
H 3.887 -1.925 -2.322
H 3.946 -4.413 -2.097
H 1.992 -5.554 -1.036
H 0.071 -4.184 -0.280
```

Atom charges from the Löwdin analysis, given in e for atoms 1 to 2:
1. V 0.804
2. O -0.148



Run ii
ORCA calculation (ωB97M-V/def2-TZVPD) on C31H33BrCl2N7O5V as an isolated structure.

Calculated values
**HOMO-LUMO gap (spin up / spin down)**: 6.10 / 7.58 eV
**Net charge**: +1
**Spin multiplicity**: 4
**⟨S²⟩**: 3.77

XYZ file:
```
80
C31H33BrCl2N7O5V | OMol25 | ωB97M-V/def2-TZVPD
V -0.687 -0.416 -1.051
O -2.893 -0.213 -2.468
C -2.976 1.013 -3.161
C -1.651 1.727 -3.282
C -1.602 2.915 -4.004
C -0.403 3.585 -4.122
C 0.721 3.040 -3.514
C 0.591 1.861 -2.813
N -0.579 1.207 -2.688
H -2.603 -0.899 -3.081
H -3.663 1.654 -2.607
H -3.398 0.873 -4.161
H -2.505 3.292 -4.467
H -0.342 4.511 -4.679
H 1.687 3.521 -3.580
H 1.435 1.397 -2.325
Cl -3.191 5.349 3.454
C -2.557 4.071 2.471
C -3.416 3.315 1.681
C -2.927 2.304 0.885
Cl -4.043 1.394 -0.068
C -1.549 1.986 0.824
O -1.098 1.057 0.046
C -0.704 2.751 1.673
C 0.717 2.513 1.838
O 1.391 1.603 1.380
C -1.216 3.790 2.467
H -4.479 3.516 1.687
H 1.210 3.285 2.460
H -0.543 4.364 3.092
N 0.956 -2.586 0.430
C 1.999 -1.613 0.717
C 3.284 -2.162 1.358
C 3.460 -1.725 2.809
C 3.733 -0.230 2.955
N 5.008 0.137 2.334
C 5.194 0.932 1.287
N 6.389 0.915 0.679
N 4.276 1.796 0.875
C 2.272 -0.753 -0.525
O 3.397 -0.332 -0.761
O 1.245 -0.467 -1.250
H 0.549 -2.961 1.278
H 1.311 -3.361 -0.117
H 1.549 -0.881 1.401
H 4.146 -1.837 0.773
H 3.261 -3.252 1.308
H 4.280 -2.280 3.275
H 2.568 -1.961 3.396
H 3.771 0.058 4.005
H 2.940 0.355 2.492
H 5.811 -0.388 2.643
H 7.046 0.176 0.846
H 6.581 1.545 -0.079
H 3.310 1.691 1.180
H 4.333 2.047 -0.101
Br -4.122 -0.477 5.524
C -3.434 -0.885 3.812
C -4.252 -1.479 2.866
C -3.750 -1.760 1.605
C -2.429 -1.454 1.288
C -1.620 -0.862 2.254
C -2.116 -0.574 3.514
N -1.887 -1.695 0.005
C -2.244 -2.793 -0.644
C -1.714 -2.995 -1.938
C -1.973 -4.126 -2.737
C -1.401 -4.219 -3.976
C -0.554 -3.186 -4.427
C -0.340 -2.106 -3.614
N -0.910 -1.986 -2.396
H -5.283 -1.701 3.104
H -4.406 -2.173 0.851
H -0.598 -0.607 2.001
H -1.487 -0.107 4.259
H -2.896 -3.533 -0.193
H -2.622 -4.904 -2.355
H -1.591 -5.079 -4.603
H -0.074 -3.237 -5.394
H 0.310 -1.290 -3.904
```

Atom charges from the Löwdin analysis, given in e for atoms 1 to 2:
1. V 1.041
2. O -0.106



We find run i to be the most stable, with the next structure 0.823 eV higher.